Here is a cluster of 11 separate species, C21H69N5O11 in total from OMol25. Energies are from ωB97M-V/def2-TZVPD.

The energy above the lowest of the compared OMol25 structures with the same formula, charge and spin is 0.7913 eV. As for the orbital gap: 9.501 eV. As for the total energy: -52866.1296 eV. As for the HOMO energy: -9.24 eV. As for the SMILES: COC[C@H](C)N.COC[C@H](C)N.COC[C@H](C)N.COC[C@H](C)N.COC[C@H](C)N.CO.O.O.O.O.O.

```
106
Properties=species:S:1:pos:R:3:forces:R:3:lowdin_charge:R:1
H 2.625 2.796 1.554 -0.1 0.1 -0.2 -0.01
H -0.415 0.527 -0.078 0.2 0.5 0.0 0.03
H -0.318 1.553 6.962 0.2 0.1 -0.2 0.14
H 1.299 4.059 -3.807 -0.2 0.2 0.0 0.03
H 0.145 1.192 -6.104 0.2 -0.3 -0.2 0.14
H -0.490 0.519 2.365 -0.3 -0.1 0.2 0.06
O 2.928 4.414 -0.583 0.1 0.3 0.3 -0.08
O 1.619 3.620 -3.006 0.0 -0.2 0.0 -0.04
O -1.235 -5.395 2.589 0.1 0.2 0.0 -0.18
H -1.919 1.558 -4.638 0.0 0.1 -0.3 0.07
H -6.379 -0.991 -3.750 0.1 0.0 -0.2 0.08
H -0.907 2.248 2.589 -0.4 -0.1 0.1 0.10
O 6.549 0.269 3.018 0.3 0.4 0.0 -0.19
H -2.848 -0.562 -2.536 0.0 -0.3 -0.3 0.13
C -1.272 -0.383 -6.213 -0.9 0.0 0.2 -0.19
C 4.488 0.136 1.869 -0.6 0.0 -0.7 -0.41
C 3.083 -0.488 1.844 -0.3 1.1 1.6 -0.04
C 0.167 -3.751 1.525 1.1 0.2 0.0 -0.42
H -2.914 1.157 -2.429 -0.3 0.4 0.3 0.11
H 0.911 -3.810 2.325 -0.5 0.2 0.6 0.13
H -3.256 0.292 1.044 -0.1 -0.3 -0.1 0.10
C 0.286 -2.341 0.900 -0.6 -0.4 0.4 -0.07
H 4.469 1.228 1.887 -0.3 0.0 0.9 0.14
H -0.373 3.199 -4.501 -0.3 -0.3 0.0 -0.01
H -0.329 2.956 5.013 0.0 0.2 0.0 0.13
H 3.354 3.545 -0.647 -0.1 0.0 -0.2 -0.01
H -2.319 -7.095 2.893 0.1 0.1 0.1 0.09
O -0.307 4.079 -4.911 0.3 0.2 0.0 -0.08
H 0.945 1.714 0.034 0.2 -0.6 0.4 0.07
H -2.510 3.466 7.186 -0.1 0.0 0.0 0.06
H 0.501 -5.648 0.923 0.4 -0.1 0.4 0.06
C 0.278 1.160 -0.631 0.7 0.6 -0.2 -0.16
H -0.467 -2.193 0.122 -0.1 0.0 -0.1 0.07
H 2.213 2.935 -3.324 0.1 0.0 0.0 0.06
C -2.412 -2.511 -6.055 0.4 0.8 -0.4 -0.09
C -1.134 2.217 5.090 0.8 0.4 0.5 -0.21
H -1.912 -4.111 1.142 0.0 -0.1 -0.3 0.12
H -2.157 0.159 -6.564 0.4 0.7 -0.4 0.12
N 5.071 -0.104 0.560 0.4 -0.7 -0.7 0.02
O -0.737 1.073 4.361 -0.9 -0.4 -0.2 -0.18
C -5.437 -1.069 -3.206 -0.6 -0.7 1.4 -0.07
H -2.322 0.628 8.022 0.1 0.3 0.1 0.07
H -2.085 -0.075 6.455 -0.3 0.0 -0.2 0.07
C -2.924 0.472 0.025 0.2 0.8 -1.1 -0.09
O -3.894 0.083 -0.919 -1.0 -0.3 0.4 -0.17
O 3.575 1.743 -0.918 -0.4 0.1 -0.1 -0.07
N -1.554 3.173 7.346 0.6 -0.5 -0.5 0.03
C 5.324 -0.446 2.986 0.6 -0.1 0.3 -0.21
N 0.717 -4.721 0.563 -1.4 -0.2 -0.5 0.03
C 7.467 -0.231 3.981 -1.0 -0.8 0.1 -0.10
H 6.078 0.011 0.565 0.0 0.2 0.1 0.10
H 1.258 -2.180 0.439 0.0 -0.3 0.1 0.06
H -3.328 1.199 6.701 0.0 -0.1 -0.2 0.08
O 2.686 3.501 2.204 0.1 -0.1 0.4 -0.06
H 4.885 -1.066 0.296 0.1 -0.1 -0.1 0.09
H -2.774 1.546 -0.129 0.3 0.1 0.4 0.10
H -5.700 -1.353 -2.182 -0.1 -0.2 0.0 0.08
H -2.793 -6.248 1.422 0.4 0.1 -0.3 0.09
H 0.258 2.611 -1.926 0.0 0.1 0.0 0.03
H 7.701 -1.264 3.711 0.2 -0.1 0.2 0.09
C -1.251 -4.104 2.017 0.6 0.4 -1.2 -0.21
H 0.668 1.650 3.030 0.1 0.2 -0.3 0.07
H -3.298 -2.222 -6.630 0.0 -0.1 -0.2 0.09
H 6.959 -0.229 4.949 0.2 -0.1 0.2 0.09
C -2.442 -6.110 2.449 -0.5 0.3 0.3 -0.11
O -0.395 2.147 -1.384 -0.8 -0.4 -0.2 -0.13
C -0.393 1.385 3.018 1.1 0.2 0.4 -0.10
H -1.613 -2.859 -6.714 -0.4 -0.7 -0.2 0.09
C 0.719 -0.352 -4.691 0.5 -0.3 0.2 -0.05
H 3.979 1.106 -0.294 0.5 -0.2 -0.2 0.00
O -1.868 -1.388 -5.398 0.6 0.0 1.0 -0.24
C -2.321 0.865 6.957 0.2 -0.5 -0.4 -0.08
N -0.955 1.333 -4.408 -0.6 -0.2 0.9 0.05
H -3.246 -5.567 2.953 -0.1 -0.2 0.2 0.09
H -5.512 0.950 -2.776 0.4 0.5 0.0 0.14
C -0.316 0.495 -5.397 -0.2 0.2 -0.5 -0.42
H 3.843 1.432 -1.785 0.1 -0.1 0.0 0.05
H -0.727 -0.740 -7.092 -0.1 -0.6 0.1 0.13
H -4.849 -1.893 -3.613 0.3 0.2 -0.2 0.08
H 0.864 0.506 -1.283 0.2 -0.1 0.1 0.08
H 1.448 -0.790 -5.374 -0.2 -0.2 -0.1 0.08
H 5.502 -1.511 2.785 0.2 -0.1 -0.4 0.13
H 8.397 0.324 4.086 -0.3 0.4 -0.5 0.09
H 2.449 0.095 2.520 0.1 0.0 0.2 0.08
H 1.309 0.184 -3.945 -0.2 0.4 -0.1 0.07
H 3.103 -1.479 2.301 -0.1 -0.3 -0.5 0.09
H -3.520 0.078 -4.775 0.3 -0.1 0.5 0.02
H 2.821 4.294 1.674 -0.1 0.0 -0.3 0.02
H -1.972 -0.009 -0.221 -0.3 -0.3 0.4 0.05
H -1.636 -3.270 2.612 0.0 -0.4 0.8 0.13
H -2.721 -3.241 -5.310 0.3 0.0 0.0 0.09
N -4.345 0.610 -4.516 0.7 0.7 -0.6 0.04
C -3.520 0.260 -2.255 0.6 0.0 -0.1 -0.22
H 2.511 -0.419 0.921 0.6 -0.3 -0.4 0.06
H 0.132 -1.569 1.656 0.0 0.0 0.0 0.06
H 2.303 4.439 -1.318 0.1 -0.1 0.0 0.00
H 4.843 -0.490 3.969 -0.2 0.7 0.1 0.13
H -1.044 0.764 -3.571 0.0 0.4 0.3 0.06
H 0.201 -1.133 -4.131 0.1 -0.2 -0.2 0.08
C -1.279 1.920 6.596 -0.6 0.1 0.1 -0.42
H -4.991 0.239 -5.202 -0.6 0.3 0.3 0.07
C -4.741 0.270 -3.144 -0.4 -1.1 -1.1 -0.41
H -1.489 2.879 8.313 -0.1 0.4 0.2 0.06
H 0.022 -4.686 -0.184 0.4 0.0 -0.6 0.07
H -1.076 4.144 -5.482 0.0 0.1 0.0 0.04
H -2.013 2.684 4.635 -0.4 -0.1 0.2 0.13
```
Forces are in eV/Å.